Entry 1:
Density functional theory data (the ωB97M-V functional and the def2-TZVPD basis) for C14H46BInO13 as an isolated structure.

Each line ends with the Löwdin charge.
Atoms and positions in Å:
In (-2.61, -0.63, -0.16)  1.535
B (-0.21, 0.92, 0.55)  -0.310
H (0.76, 1.58, 1.01)  0.085
H (-0.59, 1.27, -0.59)  0.020
H (0.14, -0.29, 0.47)  0.031
H (-1.22, 1.09, 1.30)  0.042
C (2.10, -4.47, 2.17)  -0.084
C (2.59, -3.51, 1.13)  -0.243
O (1.58, -2.50, 0.90)  -0.126
H (1.22, -5.01, 1.81)  0.069
H (1.91, -3.95, 3.11)  0.084
H (2.85, -5.22, 2.45)  0.095
H (2.71, -4.09, 0.21)  0.120
H (3.54, -3.04, 1.35)  0.126
H (1.88, -1.67, 1.32)  0.071
C (0.47, 4.32, -0.82)  -0.228
C (1.91, 3.86, -1.30)  -0.210
O (1.91, 2.51, -1.62)  -0.066
O (0.11, 3.88, 0.45)  -0.077
H (-0.26, 4.03, -1.59)  0.103
H (0.51, 5.42, -0.76)  0.131
H (2.62, 4.05, -0.49)  0.129
H (2.22, 4.39, -2.19)  0.124
H (1.56, 1.94, -0.90)  0.048
H (-0.05, 2.89, 0.48)  -0.002
C (-0.67, 0.23, -3.34)  -0.238
C (-0.48, 1.55, -3.93)  -0.225
O (-1.39, 1.61, -5.06)  -0.050
O (-2.02, 0.09, -2.94)  -0.113
H (0.01, 0.04, -2.51)  0.118
H (-0.43, -0.52, -4.10)  0.139
H (0.54, 1.77, -4.28)  0.146
H (-0.68, 2.37, -3.21)  0.113
H (-1.40, 2.53, -5.37)  0.103
H (-2.57, 0.13, -3.74)  0.125
C (-0.95, -1.63, 2.98)  -0.211
C (-1.35, -2.88, 2.32)  -0.102
O (-1.71, -2.47, 0.94)  -0.157
O (-1.92, -0.69, 2.58)  -0.126
H (0.05, -1.33, 2.62)  0.119
H (-0.81, -1.81, 4.06)  0.157
H (-2.22, -3.38, 2.76)  0.148
H (-0.50, -3.58, 2.27)  0.122
H (-1.86, -3.24, 0.39)  0.093
H (-2.00, 0.04, 3.22)  0.125
C (-3.69, 2.64, -0.47)  -0.147
C (-3.18, 2.80, 0.93)  -0.185
O (-3.51, 1.58, 1.63)  -0.093
O (-2.86, 1.60, -1.10)  -0.151
H (-3.60, 3.63, -0.96)  0.158
H (-4.77, 2.43, -0.52)  0.142
H (-3.64, 3.68, 1.39)  0.154
H (-2.10, 2.91, 0.84)  0.092
H (-4.39, 1.71, 2.04)  0.129
H (-2.96, 1.67, -2.07)  0.109
C (-1.47, -3.32, -2.71)  -0.198
C (-0.35, -3.27, -1.71)  -0.188
O (-0.43, -2.07, -0.93)  -0.186
O (-2.62, -2.86, -2.05)  -0.091
H (-1.64, -4.33, -3.05)  0.147
H (-1.26, -2.60, -3.50)  0.120
H (0.61, -3.37, -2.24)  0.151
H (-0.45, -4.13, -1.01)  0.136
H (0.39, -2.15, -0.34)  0.080
H (-3.32, -3.50, -2.22)  0.125
C (3.26, 0.97, 2.36)  -0.193
C (4.77, 1.01, 2.50)  -0.248
O (5.05, 1.78, 3.68)  -0.064
O (2.88, 0.39, 1.04)  -0.128
H (2.86, 1.99, 2.47)  0.126
H (2.86, 0.33, 3.18)  0.123
H (5.19, 1.45, 1.58)  0.129
H (5.20, 0.00, 2.59)  0.122
H (6.01, 1.88, 3.76)  0.098
H (1.91, 0.53, 0.90)  -0.021

Output
**Calculated total energy**: -1753.2384 a.u.
**Energy relative to the best compared isomer or geometry (same formula, charge and spin)**: 0.00 kcal per mole
**Total charge**: +2
**LUMO**: -10.898 eV
**2S+1**: 1
**HOMO**: -13.9 eV


Entry 2:
Density functional theory data (the ωB97M-V functional and the def2-TZVPD basis) for one molecule with the formula C9H21O5PSi.

Each line ends with the natural charge from an NBO analysis.
Atoms and positions in Å:
C (0.76, -2.91, -1.07)  -0.645
C (1.48, -2.42, 0.18)  -0.079
O (1.39, -1.03, 0.33)  -0.827
P (2.39, -0.26, -0.65)  2.356
O (3.10, -1.15, -1.72)  -1.066
C (1.31, 0.87, -1.60)  -0.917
C (-0.13, 0.55, -1.37)  0.823
O (-0.62, -0.37, -2.00)  -0.600
O (-0.76, 1.34, -0.49)  -0.840
Si (-2.30, 0.91, -0.06)  1.879
C (-3.40, 1.17, -1.52)  -1.159
C (-2.79, 1.99, 1.43)  -1.118
C (-2.16, -0.84, 0.48)  -1.165
O (3.38, 0.69, 0.21)  -0.774
C (3.06, 0.64, 1.57)  -0.080
C (1.69, 1.24, 1.90)  -0.657
H (-0.32, -2.99, -0.87)  0.205
H (1.14, -3.88, -1.40)  0.223
H (0.93, -2.21, -1.88)  0.250
H (2.57, -2.67, 0.15)  0.196
H (1.09, -2.92, 1.12)  0.192
H (1.59, 1.87, -1.32)  0.257
H (1.54, 0.82, -2.65)  0.289
H (-4.44, 1.13, -1.30)  0.242
H (-3.19, 0.39, -2.26)  0.261
H (-3.22, 2.12, -2.03)  0.247
H (-2.98, 1.35, 2.29)  0.238
H (-2.01, 2.69, 1.70)  0.245
H (-3.70, 2.52, 1.19)  0.237
H (-3.20, -1.22, 0.61)  0.240
H (-1.64, -0.92, 1.45)  0.240
H (-1.62, -1.38, -0.29)  0.262
H (3.89, 1.20, 2.12)  0.198
H (3.17, -0.44, 1.88)  0.177
H (1.68, 2.27, 1.61)  0.213
H (1.41, 1.13, 2.95)  0.226
H (0.91, 0.73, 1.32)  0.229

Output
**Calculated total energy**: -1362.7074 a.u.
**Energy relative to the best compared isomer or geometry (same formula, charge and spin)**: 0.00 kcal per mole
**LUMO**: 0.681 eV
**2S+1**: 1
**HOMO**: -10.1 eV